(1)
Molecular formula: C40H74N2O16S8
Method: DFT, ωB97M-V/def2-TZVPD

ORCA input file:
```
! RIJCOSX wB97M-V def2-TZVPD def2/J DEFGRID3
* xyz 0 1
O -5.999 4.154 -0.118
S -6.198 2.739 0.301
O -6.713 2.409 1.649
C -7.267 1.765 -0.924
C -6.154 1.295 -1.837
C -4.933 0.786 -0.968
C -4.578 1.834 0.019
H -8.134 2.272 -1.347
H -7.707 0.883 -0.458
H -6.504 0.471 -2.459
H -5.863 2.160 -2.432
H -4.033 0.612 -1.558
H -5.133 -0.164 -0.474
H -3.873 2.564 -0.378
H -4.249 1.640 1.040
O -0.633 5.336 1.708
S -0.267 6.596 1.179
O 0.542 6.682 0.000
C -1.797 7.623 0.901
C -1.280 9.061 1.298
C -0.490 8.898 2.524
C 0.453 7.675 2.371
H -2.513 7.356 1.679
H -2.295 7.553 -0.066
H -0.694 9.525 0.505
H -2.166 9.682 1.426
H -1.073 8.715 3.427
H 0.040 9.828 2.728
H 0.610 7.102 3.285
H 1.446 8.005 2.063
O 5.183 5.820 -4.498
S 4.599 4.505 -4.881
O 3.674 4.462 -6.028
C 6.047 3.405 -5.290
C 6.272 2.633 -3.936
C 4.806 2.269 -3.322
C 4.051 3.687 -3.356
H 6.812 4.101 -5.635
H 5.829 2.735 -6.121
H 7.132 1.965 -3.914
H 6.739 3.334 -3.245
H 5.008 1.923 -2.308
H 4.286 1.536 -3.940
H 4.463 4.332 -2.580
H 2.983 3.735 -3.146
O 8.226 1.958 4.551
S 7.746 2.977 3.612
O 6.921 2.566 2.545
C 7.062 4.455 4.510
C 8.010 5.579 4.266
C 9.391 4.961 4.134
C 9.222 3.824 3.078
H 6.870 4.204 5.553
H 6.106 4.411 3.989
H 7.769 6.132 3.357
H 8.034 6.383 5.001
H 9.568 4.427 5.068
H 10.273 5.544 3.866
H 10.026 3.140 2.810
H 8.941 4.118 2.066
O 0.606 -1.579 3.069
S 1.054 -1.978 1.792
O 2.090 -3.061 1.623
C -0.319 -2.544 0.782
C 0.015 -2.038 -0.603
C 0.628 -0.709 -0.459
C 1.523 -0.487 0.757
H -1.207 -2.090 1.223
H -0.289 -3.629 0.887
H 0.839 -2.646 -0.976
H -0.759 -2.210 -1.351
H -0.154 0.048 -0.511
H 1.165 -0.730 -1.407
H 1.218 0.446 1.232
H 2.587 -0.633 0.569
O 2.069 4.093 7.761
S 1.003 3.473 8.453
O -0.411 3.735 8.068
C 1.314 1.674 8.349
C 1.908 1.244 9.660
C 1.381 2.243 10.741
C 1.167 3.624 10.294
H 1.821 1.430 7.416
H 0.315 1.237 8.329
H 1.870 0.214 10.013
H 2.991 1.327 9.575
H 1.979 2.305 11.650
H 0.437 1.868 11.138
H 2.017 4.247 10.571
H 0.245 4.096 10.634
O -8.248 -3.523 0.216
S -7.473 -4.661 0.780
O -6.259 -4.404 1.540
C -8.631 -5.964 1.430
C -9.113 -6.724 0.185
C -7.811 -7.104 -0.430
C -7.133 -5.688 -0.676
H -9.164 -5.273 2.082
H -7.962 -6.487 2.113
H -9.685 -7.599 0.495
H -9.733 -6.011 -0.359
H -8.000 -7.561 -1.402
H -7.371 -7.798 0.287
H -7.646 -5.230 -1.522
H -6.104 -5.820 -1.012
O 3.652 -2.680 -8.620
S 3.345 -2.537 -7.193
O 3.205 -1.202 -6.588
C 1.808 -3.463 -6.783
C 2.235 -4.656 -5.803
C 3.491 -4.142 -5.087
C 4.419 -3.757 -6.182
H 1.295 -3.770 -7.694
H 1.211 -2.803 -6.154
H 1.368 -4.820 -5.162
H 2.393 -5.666 -6.179
H 3.935 -4.955 -4.512
H 3.290 -3.354 -4.361
H 4.740 -4.504 -6.908
H 5.268 -3.122 -5.930
C -3.830 -2.294 -6.336
C -4.035 -3.313 -5.470
C -3.457 -4.423 -5.937
N -3.122 -4.203 -7.240
C -3.261 -2.855 -7.452
H -4.117 -1.255 -6.274
H -4.553 -3.211 -4.528
H -3.368 -5.414 -5.516
H -2.889 -4.878 -7.954
H -3.047 -2.471 -8.439
C -2.365 -8.244 -1.014
C -2.561 -9.354 -1.751
C -2.409 -10.469 -0.976
N -2.259 -10.057 0.308
C -2.205 -8.684 0.280
H -2.295 -7.218 -1.345
H -2.652 -9.352 -2.827
H -2.242 -11.532 -1.066
H -2.275 -10.528 1.202
H -2.074 -8.119 1.190
*
```

SMILES: O=S1(=O)CCCC1.O=S1(=O)CCCC1.O=S1(=O)CCCC1.O=S1(=O)CCCC1.O=S1(=O)CCCC1.O=S1(=O)CCCC1.O=S1(=O)CCCC1.O=S1(=O)CCCC1.c1cc[nH]c1.c1cc[nH]c1
Gap between HOMO and LUMO in eV: 8.37
Energy above the lowest of the compared OMol25 structures with the same formula, charge and spin in kcal per mole: 113.6
HOMO in eV: -8.407

=====

(2)
Molecular formula: C40H75Cl40FNO7PS
Method: DFT, ωB97M-V/def2-TZVPD

ORCA input file:
```
! RIJCOSX wB97M-V def2-TZVPD def2/J DEFGRID3
* xyz 0 1
C 2.861 1.731 1.676
C 1.904 1.974 0.612
C 2.114 2.781 -0.703
C 1.885 2.063 -2.142
C 2.328 3.336 -3.071
O 3.515 3.189 -3.851
C 3.418 2.721 -5.154
C 2.242 2.865 -6.213
O 4.454 2.155 -5.613
C 0.390 1.509 -2.475
C -0.629 1.027 -1.366
C -1.782 2.009 -0.880
C -1.398 3.285 -0.026
S -1.642 4.931 -0.878
O -2.898 5.016 -1.679
O -0.404 5.215 -1.718
O -1.574 6.062 0.386
P -0.758 2.333 -3.746
N -1.941 1.329 -4.244
C 0.916 0.263 -3.419
O 0.288 -0.658 -3.951
O 2.360 0.257 -3.571
C 2.816 0.731 -2.242
C 4.394 0.784 -2.312
C 5.206 1.668 -1.276
C 5.792 3.065 -1.791
C 6.653 3.010 -3.139
C 2.519 -0.549 -1.338
F 3.415 -0.610 -0.178
C 2.752 -1.988 -2.052
C 2.442 -3.203 -1.006
H 3.332 2.651 2.179
H 3.078 0.658 2.019
H 0.844 1.651 0.934
H 1.362 3.665 -0.707
H 3.140 3.304 -0.633
H 1.512 3.709 -3.771
H 2.521 4.273 -2.420
H 1.529 1.976 -6.023
H 1.695 3.860 -6.178
H 2.647 2.684 -7.274
H -1.206 0.164 -1.879
H -0.207 0.527 -0.438
H -2.419 1.353 -0.180
H -2.542 2.330 -1.674
H -0.361 3.339 0.425
H -2.124 3.339 0.873
H -0.613 6.121 0.628
H -0.116 2.802 -4.929
H -1.471 3.474 -3.209
H -1.809 1.241 -5.272
H 4.832 -0.280 -2.223
H 4.732 1.092 -3.374
H 4.645 1.870 -0.309
H 6.139 1.066 -0.949
H 6.509 3.432 -0.963
H 4.943 3.831 -1.834
H 7.663 3.530 -2.936
H 6.119 3.681 -3.907
H 6.770 1.980 -3.604
H 1.474 -0.629 -0.895
H 3.821 -2.151 -2.395
H 2.055 -2.166 -2.931
H 2.289 -2.844 0.059
H 3.310 -3.956 -1.100
H 1.505 -3.791 -1.334
C -3.337 -1.766 0.938
Cl -2.568 -1.435 -0.617
Cl -2.471 -0.974 2.262
H -4.359 -1.392 0.914
H -3.341 -2.842 1.110
C -5.825 0.247 4.693
Cl -5.918 -0.010 2.946
Cl -4.705 -0.892 5.449
H -5.479 1.261 4.882
H -6.815 0.109 5.124
C -5.140 0.800 -2.415
Cl -4.647 1.131 -0.748
Cl -6.646 -0.127 -2.464
H -5.289 1.745 -2.934
H -4.355 0.227 -2.909
C -8.066 3.248 -0.661
Cl -7.594 3.607 1.004
Cl -9.571 2.323 -0.715
H -8.207 4.185 -1.199
H -7.276 2.666 -1.134
C -0.906 -4.823 1.625
Cl -0.294 -3.174 1.440
Cl -1.317 -5.524 0.056
H -0.141 -5.435 2.098
H -1.799 -4.800 2.248
C 1.741 3.088 5.294
Cl 1.629 2.880 3.538
Cl 2.900 1.954 5.997
H 2.064 4.105 5.512
H 0.762 2.912 5.735
C 2.804 -6.887 3.271
Cl 2.248 -5.230 3.010
Cl 1.780 -8.048 2.418
H 3.825 -6.979 2.903
H 2.775 -7.105 4.337
C 2.996 -12.023 2.420
Cl 3.788 -10.661 3.219
Cl 1.511 -11.516 1.606
H 3.676 -12.445 1.683
H 2.749 -12.775 3.168
C -3.102 -5.989 -3.730
Cl -3.035 -4.310 -3.186
Cl -1.696 -6.900 -3.167
H -4.002 -6.452 -3.338
H -3.122 -6.007 -4.819
C -8.119 4.580 4.947
Cl -6.946 5.564 5.830
Cl -7.400 3.060 4.403
H -8.959 4.359 5.603
H -8.465 5.138 4.079
C 3.503 6.024 -7.586
Cl 4.809 6.619 -8.616
Cl 2.339 5.071 -8.515
H 3.928 5.397 -6.803
H 2.989 6.874 -7.141
C 8.438 6.828 -1.963
Cl 8.730 7.082 -3.688
Cl 8.800 5.162 -1.493
H 9.073 7.503 -1.394
H 7.390 7.037 -1.748
C 3.198 -11.543 7.155
Cl 4.057 -12.751 6.190
Cl 2.776 -10.126 6.183
H 2.284 -11.990 7.545
H 3.837 -11.229 7.979
C 1.579 -15.129 8.657
Cl 1.618 -13.442 9.189
Cl 2.995 -16.014 9.234
H 0.682 -15.603 9.050
H 1.565 -15.155 7.569
C 10.319 10.623 -1.193
Cl 10.827 10.963 0.465
Cl 8.839 9.656 -1.224
H 10.137 11.565 -1.708
H 11.111 10.073 -1.700
C -6.484 -5.864 -1.634
Cl -5.249 -4.905 -0.805
Cl -5.849 -7.426 -2.167
H -7.311 -6.041 -0.948
H -6.838 -5.310 -2.503
C 1.246 4.002 9.399
Cl 2.553 4.619 8.380
Cl 0.092 3.047 8.459
H 1.673 3.373 10.178
H 0.722 4.843 9.850
C -12.374 4.099 -2.689
Cl -11.953 5.234 -3.977
Cl -13.507 2.871 -3.264
H -11.467 3.607 -2.342
H -12.833 4.648 -1.869
C -11.747 -0.026 -5.195
Cl -10.965 0.298 -6.747
Cl -10.893 0.771 -3.870
H -12.770 0.346 -5.230
H -11.750 -1.100 -5.019
C 3.218 -2.546 5.964
Cl 3.553 -2.337 4.242
Cl 3.526 -4.209 6.481
H 3.860 -1.875 6.533
H 2.173 -2.305 6.153
*
```

Gap between HOMO and LUMO in eV: 7.73
HOMO in eV: -7.844

=====

(3)
Molecular formula: C40H75N6O3P2S3
Method: DFT, ωB97M-V/def2-TZVPD

ORCA input file:
```
! RIJCOSX wB97M-V def2-TZVPD def2/J DEFGRID3
* xyz 1 3
C -4.071 1.095 2.504
C -5.043 0.602 1.427
P -6.257 -0.714 1.985
C -5.697 -1.367 3.608
C -6.177 -2.081 0.704
C -7.201 -1.980 -0.219
N -8.121 -0.914 -0.153
C -8.006 0.037 -0.998
C -6.832 0.282 -1.906
C -9.121 1.035 -1.066
C -7.370 -2.939 -1.248
C -8.487 -2.834 -2.238
C -9.924 -2.673 -1.644
N -10.263 -3.526 -0.535
C -6.410 -3.948 -1.300
P -6.563 -5.203 -2.625
S -5.678 -4.606 -4.243
C -5.347 -4.004 -0.385
C -4.311 -5.082 -0.557
N -5.264 -3.099 0.609
C -4.188 -3.217 1.601
C -3.149 -2.088 1.501
C -1.736 -2.649 1.211
S -1.010 -1.547 -0.052
C 0.009 -2.664 -0.988
S 0.752 -3.910 -0.226
N 0.196 -2.446 -2.344
C -0.327 -3.508 -3.218
C -1.759 -3.263 -3.678
O -1.900 -1.994 -4.272
C -1.651 -1.021 -3.267
C -0.186 -1.107 -2.850
H -3.082 0.661 2.423
H -4.460 1.009 3.513
H -3.920 2.161 2.344
H -4.555 0.336 0.494
H -5.697 1.438 1.192
H -6.163 -2.318 3.851
H -6.056 -0.650 4.341
H -4.622 -1.449 3.753
H -6.013 0.743 -1.363
H -7.132 1.012 -2.654
H -6.497 -0.598 -2.451
H -8.702 2.009 -0.812
H -9.855 0.787 -0.308
H -9.539 1.051 -2.068
H -8.283 -1.945 -2.840
H -8.509 -3.656 -2.938
H -10.067 -1.635 -1.388
H -10.613 -2.864 -2.463
H -10.336 -4.498 -0.791
H -9.676 -3.389 0.274
H -7.922 -5.514 -2.764
H -6.011 -6.388 -2.118
H -4.169 -5.321 -1.604
H -4.564 -5.995 -0.020
H -3.329 -4.788 -0.209
H -4.591 -3.344 2.599
H -3.639 -4.128 1.446
H -3.412 -1.498 0.630
H -3.086 -1.506 2.408
H -1.760 -3.632 0.755
H -1.113 -2.655 2.095
H -0.252 -4.490 -2.766
H 0.285 -3.535 -4.120
H -2.453 -3.391 -2.833
H -2.009 -4.004 -4.432
H -2.300 -1.256 -2.423
H -1.831 -0.031 -3.677
H 0.391 -0.954 -3.759
H 0.089 -0.341 -2.130
C 2.453 2.657 1.152
C 2.525 1.765 -0.118
C 3.960 1.298 -0.385
C 4.879 2.359 -0.984
C 4.224 3.006 -2.205
C 2.837 3.563 -1.892
N 1.966 2.513 -1.284
O 1.563 1.681 -2.193
C 2.989 4.783 -0.963
C 2.190 4.111 -3.160
C 1.685 0.533 0.184
H 1.804 3.518 0.998
H 2.019 2.116 1.993
H 3.431 3.018 1.470
H 3.931 0.454 -1.084
H 4.391 0.911 0.541
H 5.138 3.110 -0.234
H 5.820 1.895 -1.278
H 4.858 3.808 -2.586
H 4.153 2.263 -3.006
H 2.014 5.190 -0.689
H 3.547 5.562 -1.482
H 3.541 4.573 -0.051
H 2.107 3.356 -3.941
H 2.797 4.924 -3.555
H 1.192 4.503 -2.953
H 0.638 0.798 0.338
H 2.046 0.055 1.094
H 1.748 -0.215 -0.606
C 9.036 4.437 2.937
C 8.061 3.284 2.573
C 7.742 2.417 3.796
C 8.851 1.451 4.209
C 9.321 0.634 3.007
C 9.739 1.518 1.834
N 8.646 2.469 1.465
O 7.707 1.840 0.832
C 11.038 2.260 2.204
C 10.106 0.654 0.632
C 6.763 3.958 2.138
H 9.799 4.569 2.172
H 8.517 5.393 2.994
H 9.534 4.282 3.894
H 6.848 1.821 3.579
H 7.480 3.066 4.634
H 9.684 1.994 4.663
H 8.474 0.777 4.981
H 10.159 -0.003 3.295
H 8.515 -0.037 2.696
H 11.349 2.926 1.398
H 11.833 1.533 2.368
H 10.966 2.841 3.119
H 9.288 0.005 0.323
H 10.950 0.015 0.889
H 10.397 1.270 -0.219
H 6.905 4.562 1.240
H 6.425 4.617 2.938
H 5.964 3.240 1.955
*
```

Gap between HOMO and LUMO (alpha / beta) in eV: 5.90 / 6.64
<S²>: 2.008
HOMO (alpha / beta) in eV: -9.665 / -10.399